# 1
Entry from the Open Molecules 2025 dataset: an isolated molecule of C20H27NO4S (ωB97M-V/def2-TZVPD).

The calculation puts the lowest unoccupied orbital energy at 0.39 eV. The molecular weight comes out at 377.506 g mol⁻¹. The SMILES is CCOc1cc(C(=O)N[C@@H](C)Cc2cccs2)cc(OCC)c1OCC. The value obtained for the HOMO-LUMO gap is 8.5 eV.

Element x y z (Å)
C -0.9459 -4.5745 1.3434
C -0.3509 -3.1639 1.0235
H 0.1688 -2.6907 1.8981
H 0.2568 -3.1613 0.1579
O -1.6066 -2.5319 0.5902
C -1.4998 -1.1283 0.4971
C -0.3045 -0.5310 0.5986
C -0.1617 0.9579 -0.0510
C -1.3424 1.6601 -0.3589
C -2.4992 0.9810 -0.2214
C -2.6821 -0.1317 0.1531
O -3.8725 -0.9633 0.1334
C -4.8530 -0.9565 -0.7165
C -5.7112 -1.9430 -0.6224
H -6.6113 -1.8751 -1.4168
H -5.2244 -2.8897 -0.9371
H -6.0253 -2.4594 0.3935
H -4.5668 -0.5578 -1.5268
H -5.3496 0.1704 -0.2620
O -3.7439 1.7181 -0.3712
C -3.7520 3.0417 -0.9082
C -3.6749 4.0407 0.5618
H -4.3554 3.8461 1.1750
H -2.6637 3.8312 1.0701
H -3.6261 5.1572 -0.1384
H -2.8472 3.2866 -1.5716
H -4.6723 3.0285 -1.2824
H -1.1367 2.8272 -0.5875
C 1.0876 1.6069 0.0894
O 1.4479 2.4283 -0.8102
N 2.0694 1.4099 0.8897
H 1.7481 0.6274 1.5338
C 3.4755 1.7487 0.9317
C 3.7367 2.5412 2.0331
H 4.7651 2.9161 2.0119
H 3.1669 3.7512 2.0204
H 3.6086 2.1954 2.8441
H 3.5778 2.2396 0.2177
C 4.3297 0.5048 0.9834
C 3.7738 -0.4491 0.0957
C 3.4217 -1.8702 0.4328
C 2.8259 -2.4333 -0.6501
C 3.1245 -1.8562 -1.9959
S 3.8845 -0.4238 -1.6791
H 2.9345 -2.0445 -3.1125
H 2.6843 -3.5533 -0.8850
H 3.3041 -2.2892 1.3131
H 4.4547 -0.1079 2.0137
H 5.4014 0.8537 0.6434
H 0.5581 -0.8881 0.6878
H -1.6777 -4.5405 2.0349
H -1.4746 -4.8975 0.3164
H 0.0288 -5.1646 1.3927

***

# 2
Entry from the Open Molecules 2025 dataset: a structure of composition C20H28BO3 (ωB97M-V/def2-TZVPD).

The calculation puts the lowest unoccupied orbital energy at -5.46 eV. As for the charge: +1. The molecular weight comes out at 327.253 g mol⁻¹. The value obtained for the HOMO-LUMO gap is 5.6 eV.

Element x y z (Å)
C -0.0281 3.9747 4.8286
C 0.0566 3.6145 3.4292
C 0.7105 4.1813 2.3494
C 0.2864 3.4609 1.2079
C -0.6152 2.4784 1.6243
B -1.8566 1.7392 0.9027
O -2.0662 1.9993 -0.4331
C -1.7515 0.6593 -0.9340
C -3.0034 0.2284 -1.7051
C -0.5941 0.8366 -1.8877
C -1.5085 -0.2174 0.4173
C -1.9452 -1.6687 0.3335
C -0.0629 -0.1923 0.8973
O -2.3236 0.5023 1.3921
O -0.7245 2.5696 3.0097
H -0.1232 5.0623 4.9250
H -0.8858 3.4815 5.3034
H 0.8891 3.6942 5.3634
H 1.3197 5.0765 2.3658
H 0.5984 3.6355 0.1878
H -2.8508 -0.7344 -2.2035
H -3.8637 0.1637 -1.0218
H -3.2075 0.9885 -2.4693
H -0.3241 -0.0990 -2.3942
H -0.8885 1.5618 -2.6618
H 0.2741 1.2570 -1.3655
H -1.4383 -2.1799 -0.4963
H -1.6492 -2.1934 1.2521
H -3.0288 -1.7501 0.2090
H 0.6963 -0.4735 0.0019
H 0.3313 0.7896 1.2322
H 0.0868 -0.8917 1.7384
C 2.6149 -1.3425 0.7368
C 1.7780 -0.9142 -0.4741
C 2.5484 0.1318 -1.2648
C 1.3385 -2.1163 -1.3032
C 1.0837 -2.0113 -2.6850
C 0.2541 -2.9381 -3.3190
C -0.1704 -4.0832 -2.6444
C 0.2412 -4.2902 -1.3190
C 1.0172 -3.3288 -0.6672
H 1.9998 -1.8146 1.5180
H 3.3929 -2.0443 0.3968
H 3.0951 -0.4626 1.1740
H 1.9759 0.6581 -2.0374
H 2.9169 0.8862 -0.5636
H 3.4106 -0.3585 -1.7425
H 1.5138 -1.1919 -3.2634
H -0.0696 -2.7598 -4.3490
H -0.7878 -4.8330 -3.1530
H -0.0320 -5.2014 -0.7870
H 1.3697 -3.5402 0.3481

***

# 3
Entry from the Open Molecules 2025 dataset: a structure of composition C20H28CaNO2S (ωB97M-V/def2-TZVPD).

The calculation puts the lowest unoccupied orbital energy (spin up / spin down) at 2.51 / 2.45 eV. As for the charge: -1. The molecular weight comes out at 386.594 g mol⁻¹. The value obtained for the HOMO-LUMO gap (spin up / spin down) is 2.1 / 4.1 eV.

Element x y z (Å)
O -0.1406 0.0046 0.5387
C 0.0402 0.9436 -0.5751
C -0.1558 -0.1742 -1.5908
H 1.0343 1.3886 -0.5297
H -0.7095 1.7335 -0.5502
C -0.1593 -1.1473 -0.3946
H 0.6493 -0.3187 -2.2998
H -1.1115 -0.1338 -2.1083
C 1.1212 -1.9381 -0.2619
H 1.9792 -1.2719 -0.1777
H 1.2590 -2.5657 -1.1467
H 1.1038 -2.5896 0.6125
C -1.3918 -1.9931 -0.2178
H -2.2972 -1.4300 -0.4363
H -1.4614 -2.3713 0.8044
H -1.3491 -2.8507 -0.8949
Ca -0.6626 0.5163 2.4388
C -2.8891 0.6163 3.6614
C -2.4619 2.0494 3.3519
C -2.4125 2.1466 1.9609
H -2.1641 2.7415 4.0969
C -2.8059 0.9218 1.3845
C -3.0613 -0.0168 2.4039
H -3.3641 -1.0336 2.2905
H -3.0120 0.2266 4.6288
H -2.0896 3.0250 1.4464
H -2.8546 0.7249 0.3262
C -0.0360 -0.1000 4.8767
C -0.6645 -1.2350 4.2773
C 0.1728 -1.5861 3.2019
H -1.5649 -1.6892 4.5724
C 1.2574 -0.6582 3.1476
C 1.1371 0.2674 4.1818
H 1.7159 1.1309 4.3699
H -0.4930 0.5023 5.7740
H 0.0158 -2.4352 2.5676
H 2.0347 -0.6365 2.4026
O 2.2230 0.6228 -4.3952
C 1.7558 -0.5148 -5.1440
C 2.3877 -0.4428 -6.5303
H 0.6561 -0.4730 -5.2160
H 2.0213 -1.4235 -4.5945
C 2.5218 1.0740 -6.7266
H 1.7948 -0.9258 -7.2904
H 3.3811 -0.9000 -6.5114
C 2.8640 1.5360 -5.3126
H 1.5579 1.4910 -7.0325
H 3.2688 1.3505 -7.4533
H 2.5150 2.5485 -5.0940
H 3.9529 1.5090 -5.1492
S -1.3133 1.0231 4.6710
C -1.7525 1.2752 6.2909
N -2.0429 1.4853 7.3539

***

These records have E values of -41675.374, -28004.946, -56038.028 eV, in the order they appear.
These records have energy above the lowest of the compared OMol25 structures with the same formula, charge and spin values of 17.826, 2.503, 16.701 eV, in the order they appear.